{"formula": "C78H183N5O15P3", "method": "ωB97M-V/def2-TZVPD", "e_homo_ev": -13.313, "charge": 3, "fmax_ha_per_bohr": 0.085, "gap_ev": 8.33, "elements": ["P", "P", "P", "O", "O", "O", "O", "O", "O", "O", "O", "O", "O", "O", "O", "O", "O", "O", "N", "N", "N", "N", "N", "C", "C", "C", "C", "C", "C", "C", "C", "C", "C", "C", "C", "C", "C", "C", "C", "C", "C", "C", "C", "C", "C", "C", "C", "C", "C", "C", "C", "C", "C", "C", "C", "C", "C", "C", "C", "C", "C", "C", "C", "C", "C", "C", "C", "C", "C", "C", "C", "C", "C", "C", "C", "C", "C", "C", "C", "C", "C", "C", "C", "C", "C", "C", "C", "C", "C", "C", "C", "C", "C", "C", "C", "C", "C", "C", "C", "C", "C", "H", "H", "H", "H", "H", "H", "H", "H", "H", "H", "H", "H", "H", "H", "H", "H", "H", "H", "H", "H", "H", "H", "H", "H", "H", "H", "H", "H", "H", "H", "H", "H", "H", "H", "H", "H", "H", "H", "H", "H", "H", "H", "H", "H", "H", "H", "H", "H", "H", "H", "H", "H", "H", "H", "H", "H", "H", "H", "H", "H", "H", "H", "H", "H", "H", "H", "H", "H", "H", "H", "H", "H", "H", "H", "H", "H", "H", "H", "H", "H", "H", "H", "H", "H", "H", "H", "H", "H", "H", "H", "H", "H", "H", "H", "H", "H", "H", "H", "H", "H", "H", "H", "H", "H", "H", "H", "H", "H", "H", "H", "H", "H", "H", "H", "H", "H", "H", "H", "H", "H", "H", "H", "H", "H", "H", "H", "H", "H", "H", "H", "H", "H", "H", "H", "H", "H", "H", "H", "H", "H", "H", "H", "H", "H", "H", "H", "H", "H", "H", "H", "H", "H", "H", "H", "H", "H", "H", "H", "H", "H", "H", "H", "H", "H", "H", "H", "H", "H", "H", "H", "H", "H", "H", "H", "H", "H", "H", "H", "H", "H", "H", "H", "H"], "positions_angstrom": [[-1.884979, -2.156636, -3.999637], [0.034819, 4.776704, -8.357372], [-3.363275, 4.389448, 4.672115], [4.304648, -4.549770, 0.583231], [3.452300, -2.278717, -1.922099], [5.158945, -3.906924, 2.513004], [-1.741494, 0.453383, 4.195435], [4.969464, 0.383397, 1.080819], [1.340883, -5.095292, 5.766656], [0.268023, -3.544992, 4.597573], [2.066301, 0.305344, 5.574495], [-2.125260, 0.585568, 2.000233], [-2.763300, -2.898880, 6.085109], [0.242015, -6.980338, -0.811641], [1.409967, -1.820119, -2.830006], [1.769325, 0.791497, 1.852172], [3.973227, -0.482570, 4.607246], [3.942691, -3.197980, 8.234315], [2.409346, -2.184813, 2.873684], [3.182181, -5.077776, -1.697210], [3.642821, -3.728988, 5.443435], [-0.598251, -1.011477, 6.069531], [5.213230, -2.127120, 0.265191], [-0.114208, -8.122001, -0.018496], [1.743830, -5.540971, -1.761921], [4.612864, -2.948459, 9.471648], [0.266875, -4.567079, 5.218143], [-3.281933, 1.334707, -2.064482], [-3.120505, 5.120735, 2.978601], [-3.068816, -5.128249, -2.149284], [6.294823, -0.111782, 1.013908], [6.282329, -1.646886, 1.278202], [-5.304047, 2.619004, 3.434761], [-1.391896, -1.318051, 7.207302], [-1.973294, -0.119208, 2.981931], [6.038342, -3.500299, 6.200944], [-4.908393, 3.399145, 4.754816], [-1.578398, 5.658083, -8.235840], [4.354827, -4.462896, 7.755160], [5.104315, -6.232535, 2.104207], [-2.811479, -1.625263, 6.813353], [0.385223, -2.391780, -5.513404], [0.406189, 4.791280, -5.438498], [3.763046, 7.662049, -6.613765], [3.284842, 0.262832, 5.501464], [-7.439229, 1.920606, 4.733080], [1.974399, 0.176779, -10.099443], [-3.794337, 6.543012, 8.301262], [-2.178387, 4.897091, 0.515642], [-1.325362, -3.342303, -2.603917], [0.952500, 2.339799, -9.294610], [-2.616770, -4.271384, -5.894724], [-0.588875, 5.470592, -3.187044], [1.601493, -6.639699, -0.742821], [-0.871588, 5.094933, -4.643260], [0.464198, 3.314669, 5.802337], [-3.374857, 5.408584, 7.317868], [2.381520, -2.506197, -7.024132], [1.292857, -5.868942, -3.187163], [-2.301675, 0.237559, -2.473887], [-2.097975, 3.338416, 5.231391], [4.762119, -4.264329, 6.234523], [0.127633, 3.617460, -9.672746], [1.102026, 1.984947, 2.310648], [-3.812452, -5.114391, -6.258129], [1.574443, -1.620279, -6.068066], [7.624851, -2.268724, 0.985532], [-2.539550, 4.212347, 1.964438], [-1.273336, -0.181928, 8.163663], [-3.980751, -3.113216, 5.430188], [0.271704, 3.988338, -6.765001], [1.918612, -1.594572, 1.610898], [1.310906, 6.019358, -8.483366], [-1.947323, -1.651148, 2.988121], [-0.585950, -1.373858, -4.851974], [2.734265, 5.605428, -7.992147], [-4.758756, 3.419874, -8.596023], [0.879325, 1.236863, -10.408832], [-3.960319, -5.770502, -1.141399], [1.221905, -2.546926, 0.669026], [-3.465011, 5.283926, -0.151143], [-2.434631, -3.837446, -1.611859], [-6.282078, 1.496154, 3.830068], [3.732866, 6.756760, -7.918346], [4.595478, 1.657890, 0.650452], [-2.976171, -0.906075, -3.303567], [4.846075, -4.793325, 1.723094], [-3.775934, -6.076228, -7.380619], [2.818026, 0.009660, -2.460621], [-0.718921, 4.115971, 5.224970], [-0.917348, -5.395077, 5.500857], [-2.596401, 7.503178, 8.382369], [0.304823, 3.033794, 7.310429], [-2.777449, 4.847470, -7.787030], [-3.043786, -3.028444, -5.076964], [-4.048736, 1.125332, -0.785956], [4.330489, 0.969813, 6.356413], [2.568835, -1.502180, -2.402771], [-3.557189, 5.789004, 5.852740], [1.010209, -0.432545, 2.044392], [-3.234145, 3.768892, -8.792223], [-4.290502, 4.588037, 0.150767], [-3.615468, 5.540799, -7.625005], [0.899416, 1.938576, 3.372582], [1.239836, -0.716038, -6.598429], [0.066056, -0.372294, 1.496474], [1.247765, 6.412814, -9.531605], [-4.782406, 0.347931, -0.869144], [-0.792157, 5.088458, 5.742014], [3.082118, 0.284902, -3.463119], [-3.641170, -1.540652, -2.795171], [3.524101, 7.408635, -8.751268], [-1.395865, 5.913680, -5.152523], [3.116054, -4.021041, -1.938685], [-1.628619, 6.036183, -9.291994], [1.857938, -0.817377, -10.567542], [1.370539, 3.864683, 5.594262], [-4.110281, -6.790399, -1.361997], [-0.136902, 0.832044, -10.296704], [3.548118, 1.710861, 0.696959], [2.760521, -1.067619, 1.161341], [5.708414, -2.910549, 9.323015], [-1.438804, 0.637567, -2.992342], [-0.986262, -0.655113, -5.591484], [-4.214703, -2.393126, 4.661986], [-4.091202, 1.447759, -2.910397], [-4.148329, -5.617227, -5.318279], [0.649018, -0.390767, 3.126544], [-1.688255, -0.254236, 9.165400], [6.788249, -3.889054, 6.913830], [3.102120, -2.898267, 2.719805], [3.314313, -2.105709, -7.351718], [3.618102, -5.094464, -0.711661], [1.057133, 1.653873, -11.422799], [-0.393352, 4.325262, 4.172488], [1.684992, -2.682568, -7.917650], [-2.873774, 6.561809, 5.591997], [0.140832, -7.967601, 0.986435], [-2.321785, 5.085241, 7.456591], [-4.610042, -6.792977, -7.384627], [-1.141258, 6.351712, -2.847266], [-4.671916, 2.777636, 5.668194], [0.281524, -6.008276, -3.244951], [0.188912, 2.227183, 1.745929], [4.750902, 8.159858, -6.611597], [-5.394646, 4.081754, -9.054333], [-4.714135, 6.985762, 7.933759], [0.693210, -3.174196, -4.782917], [2.136820, -4.508477, 5.640397], [-3.771948, -5.644047, -8.413954], [-2.390821, 2.866558, 6.214948], [1.973814, -6.362843, 0.275011], [5.200492, -4.832709, 8.339276], [-1.882439, -4.174717, -0.706750], [-0.084879, 3.912289, 7.832320], [-5.153590, 2.483320, -9.006444], [4.763753, 6.358585, -8.014778], [0.258988, -2.921889, 1.026783], [-1.585855, 4.284796, -4.745001], [6.684037, 0.092676, 0.071029], [0.713839, 4.161349, -10.427401], [-3.302035, 5.357911, -1.220884], [-3.699542, -4.755285, -2.954939], [-4.037758, 6.070331, 9.251530], [-1.284036, -0.231744, 4.949108], [-0.292829, -1.857814, 5.601882], [4.041539, -3.683313, 4.500014], [4.114177, 0.863076, 7.414951], [-3.362222, 0.864600, 0.045334], [-5.733071, 4.056285, 5.088997], [-3.149589, 3.319362, 1.814321], [-2.751748, 2.257610, -2.186139], [0.875058, 5.766951, -5.557057], [-0.977181, -2.155283, 7.781779], [1.688016, -2.570304, 3.431334], [-0.346455, 2.268704, 7.496441], [4.957365, 1.997226, -0.315222], [-1.209040, -8.263511, -0.151986], [2.251040, -7.577558, -0.929909], [4.166155, -6.475048, 2.626636], [4.226415, 2.107812, 6.090370], [3.375311, -0.939814, 3.966818], [0.693770, 2.376880, 5.300653], [-0.718863, -6.430944, 5.458542], [-2.091374, -3.922517, -6.751984], [-4.651612, 1.942303, -0.466865], [-2.486199, 2.978476, -8.735162], [-4.939229, 3.545588, -7.558216], [3.052322, 4.816253, -8.662749], [5.859327, -2.466164, 6.459466], [3.558912, -5.209888, 7.814138], [1.099499, -1.980762, -0.290168], [1.834981, -3.420868, 0.529600], [-5.679699, 0.724208, 4.330777], [-2.290379, -5.825030, -2.478576], [-3.746467, 6.293200, 0.165462], [-2.537578, -2.033627, 2.226374], [5.878573, -1.773453, 2.253846], [1.669596, -5.084430, -3.869029], [0.216291, -0.447458, 6.163715], [1.141854, -4.678138, -1.380060], [8.289422, -1.660459, 0.369620], [4.338297, -1.504326, 0.385201], [0.083049, -0.822942, -4.158783], [8.140991, -2.571818, 1.869832], [-4.460852, 2.227137, 2.918090], [4.321413, -3.695490, 10.125852], [1.223803, 3.434795, -6.777496], [-1.722781, 4.053033, -0.048468], [0.363475, -9.042506, -0.368115], [-3.455738, -1.614438, 7.664988], [0.918451, 6.729343, -7.825036], [-8.238074, 1.164693, 4.687648], [5.135986, -5.249906, 5.796918], [5.317922, -6.921533, 1.314535], [1.053187, 4.157154, -4.810039], [-2.509683, 4.455502, -6.827905], [1.754943, 2.824178, 2.047456], [-6.670347, 1.191473, 2.922543], [2.643537, 5.068919, -7.047178], [3.682981, -5.575634, -2.384768], [0.422099, 5.821391, -3.103529], [-1.458544, 5.661872, 0.465200], [-3.398970, -2.159448, -5.670037], [4.137795, -2.091467, 9.917596], [-1.870123, 2.436723, 4.607264], [-1.670596, 0.751669, 7.626656], [-4.586758, -4.343504, -6.590561], [-2.321833, 7.921346, 7.392744], [-0.880115, 3.386851, -10.096497], [-2.245466, -2.140495, 4.014739], [5.435491, -2.103422, -0.714094], [-7.841590, 2.874459, 4.389797], [5.352427, 0.686771, 6.156217], [-3.613021, -5.768753, -0.104607], [-1.864679, -4.809210, -5.334052], [4.784679, -3.007708, 0.561661], [-3.224321, -3.118121, -1.391235], [-3.929185, 4.464491, 7.516739], [2.080422, -1.265725, -5.152602], [-1.720487, 7.047219, 8.799662], [1.966027, 0.071516, -9.035787], [-1.665093, -5.176901, 4.780309], [-0.770168, -4.204864, -2.989716], [6.521105, -3.485592, 5.182578], [4.996841, 2.419426, 1.358364], [1.889862, 0.630466, -2.277320], [1.812674, -6.819259, -3.514921], [-4.186524, 5.577087, 2.842181], [-5.858345, 3.295092, 2.771823], [-2.474837, 5.967293, 3.191495], [2.075621, 2.545902, -9.219917], [-4.986583, -5.238624, -1.066244], [-0.558567, -2.686728, -2.079274], [-0.182530, -3.023028, -6.284367], [6.862813, 0.446679, 1.826131], [-7.111320, 2.051011, 5.765847], [1.369217, 2.860465, 7.641671], [-4.607364, 6.124669, 5.707076], [2.668815, -3.401332, -6.492226], [-1.224562, -5.220827, 6.555162], [7.529069, -3.206502, 0.414109], [2.863501, 8.303571, -6.547351], [-1.879688, -0.254900, -1.575715], [0.507632, 1.853297, -8.413469], [-0.564816, 3.285066, -6.638959], [-1.352666, 6.423992, -7.486524], [-3.199592, -0.735116, 6.253039], [-1.659649, 3.806022, 2.387371], [-2.755346, 8.377022, 8.940019], [-0.807214, 4.701073, -2.426263], [2.896380, 0.577053, -10.551148], [5.858587, -6.261815, 2.857282], [-3.500397, -0.421232, -4.097944], [-3.123710, 4.126625, -9.801476], [3.728406, 7.092770, -5.710957], [3.680594, 0.318432, -1.943864], [-4.824936, -3.017225, 6.157177], [-2.895486, -6.823495, -7.226265], [-4.052091, -4.081694, 4.939574], [-0.224533, -0.100465, 8.199013], [-0.987580, -2.053882, 2.732716], [3.442782, -2.782444, 5.783130], [-3.911824, -3.253008, -4.475713]], "atomic_forces_ev_per_a": [[-0.7, -1.8, 1.8], [-0.7, 0.6, 1.9], [-1.7, 0.5, -0.5], [-0.3, -0.2, 0.2], [-0.7, 0.3, -0.6], [-0.2, 0.5, 0.6], [0.3, -1.3, -0.7], [-0.8, -1.6, -0.1], [-0.2, -0.1, 0.2], [-0.1, 1.9, -1.2], [1.1, 0.2, 0.0], [-0.3, -0.6, 0.4], [-0.4, 1.8, 0.5], [-0.2, -0.5, 0.6], [1.5, -0.4, 0.6], [-0.8, 0.2, 0.1], [-0.7, 0.5, 0.3], [0.4, -0.1, 0.3], [1.2, 0.9, -0.8], [-2.1, 2.0, 0.2], [0.8, -0.1, 0.1], [-0.3, -0.4, -2.5], [-1.4, 2.4, 2.4], [-1.1, -0.1, -1.9], [0.1, 0.9, 1.0], [-0.3, 1.0, -1.3], [0.7, -1.9, 1.3], [-1.9, 0.0, -2.6], [-2.2, 1.2, 2.0], [0.0, 1.3, 0.1], [-0.3, 0.9, 2.8], [-0.8, 2.2, -2.5], [-1.2, 0.8, 2.2], [-0.7, -0.8, 1.8], [0.7, 0.3, 1.4], [1.5, 1.3, -0.9], [0.5, 0.2, 0.1], [1.4, -0.2, -1.3], [-0.1, -0.1, -2.1], [-1.1, 0.7, 0.7], [0.8, -0.1, -1.2], [-1.5, -1.0, -0.8], [-0.3, 0.0, 0.4], [-0.4, -0.6, -1.3], [1.2, -0.9, -0.4], [0.1, -0.1, -0.2], [-0.5, 0.5, -1.5], [1.3, -0.9, -0.7], [-1.3, -3.6, 1.3], [0.2, 2.2, 0.4], [0.7, -0.4, -1.4], [0.4, 0.7, 0.5], [-0.6, 0.4, 0.4], [0.5, -2.0, 0.2], [-0.5, 0.2, -0.6], [-0.8, 0.1, 0.7], [-0.1, -1.3, 0.3], [-1.5, 0.2, -0.3], [4.3, -0.5, 0.0], [-0.4, -1.8, 0.9], [2.7, -1.2, 0.3], [0.6, -2.4, 1.3], [0.6, -1.1, -1.0], [0.4, -0.3, -1.2], [-2.2, 1.7, 0.6], [0.1, -0.1, 0.2], [0.0, -1.0, -0.8], [0.5, 0.6, -2.3], [-1.2, 2.1, -1.1], [-1.7, -0.2, 0.8], [0.3, -0.5, 1.0], [-0.7, 0.4, 2.2], [0.7, -0.7, -1.1], [-0.2, 0.1, 2.8], [1.9, 0.1, -0.7], [-0.8, -0.4, -0.3], [2.3, -1.5, 0.3], [0.0, 0.1, 0.3], [-2.1, 1.2, 1.3], [-0.1, 0.7, -0.9], [-0.7, 0.5, 0.3], [1.5, -1.2, -0.5], [1.3, 0.9, 1.6], [0.6, 0.3, 1.2], [2.0, 1.3, 1.1], [1.9, 1.1, 0.1], [0.5, -1.0, -0.6], [1.9, -2.8, -1.1], [-1.2, 0.1, -0.5], [0.4, -0.5, -0.6], [-0.6, 0.4, 1.0], [-0.5, 0.0, -1.2], [3.1, 2.5, -1.0], [-0.7, 0.4, -1.1], [0.1, 0.7, -0.7], [1.2, -0.6, 1.0], [-1.3, 2.6, -0.3], [-1.4, 0.3, 0.0], [-1.1, -0.9, -0.2], [-0.4, 1.8, 0.8], [-0.7, 0.2, 0.2], [0.6, 0.5, -0.7], [0.3, 0.0, 0.0], [0.0, 0.0, 0.2], [-0.1, -0.2, 0.1], [0.2, 0.0, -0.6], [0.4, -0.1, 0.9], [-0.2, -0.9, -0.3], [0.1, -0.3, -0.1], [0.0, -0.2, -1.0], [-1.3, -0.3, 1.2], [0.3, 0.3, -0.5], [0.1, 0.1, 0.2], [0.9, -0.7, 0.1], [-0.6, 0.4, 1.0], [-0.4, 0.5, 0.2], [0.2, 0.6, 0.3], [-0.5, -1.2, -0.4], [0.2, -0.1, -0.6], [-1.4, -0.1, -0.1], [0.0, -0.2, -0.3], [-0.5, 0.3, 0.3], [0.0, 0.1, -0.4], [0.0, -0.4, 0.2], [0.2, 0.7, -0.4], [1.4, -0.3, 1.2], [-0.1, 0.4, -0.7], [0.9, -0.7, -1.0], [-0.2, -0.3, -0.2], [-0.4, 0.0, -0.3], [0.3, -0.3, -0.2], [0.5, 0.7, -0.4], [0.0, -0.1, -0.4], [-0.4, -0.2, 0.6], [-0.8, 0.0, 0.6], [1.3, -0.2, 1.1], [0.4, 0.8, -0.4], [0.2, 0.3, 1.6], [-0.4, 0.5, 0.2], [-0.1, 0.6, 0.2], [-0.4, -0.1, -0.3], [-0.5, 0.0, -1.1], [-2.5, -0.3, -0.2], [-0.2, -0.6, 0.2], [-0.9, 0.4, 0.0], [-1.0, 2.3, -1.3], [0.0, 0.4, 0.0], [0.1, 0.9, -0.2], [0.7, 0.1, -0.2], [0.4, -0.2, 1.0], [0.4, 0.9, -0.7], [-0.7, 0.4, -0.5], [0.1, -0.1, -0.3], [-0.4, 0.8, -0.2], [0.2, 0.1, 0.0], [0.7, -0.3, 0.5], [-0.7, 0.1, -0.2], [0.0, 0.3, 0.1], [0.0, -0.5, 0.3], [1.1, 0.4, -1.8], [-0.4, -0.2, -0.2], [-0.4, -0.2, -0.3], [0.1, -0.8, -0.6], [0.2, 0.2, 0.2], [-0.6, 0.5, -0.5], [0.0, -0.2, -0.2], [-0.5, 0.4, 0.1], [-0.1, 0.0, 0.1], [-0.4, 0.1, -0.3], [0.3, -0.2, -0.3], [-0.1, 0.3, -0.5], [0.3, 0.8, 0.7], [0.5, -0.1, -0.2], [-0.1, -0.4, -0.4], [-1.0, -0.5, 0.6], [-1.2, -2.2, 0.5], [0.2, -0.5, -0.5], [0.7, 0.2, 0.3], [-0.7, 1.2, -0.4], [0.2, -0.5, -0.2], [0.2, -2.0, 0.6], [-0.4, -0.3, -0.2], [-0.7, -0.2, -0.2], [0.6, -1.2, -0.1], [0.3, 0.2, -1.0], [-0.2, 1.2, 0.0], [-0.6, -0.8, 0.2], [-0.5, -0.5, 1.1], [0.5, 0.0, -0.4], [0.0, 0.5, 0.2], [-0.2, 0.2, 0.2], [-0.2, -0.9, 0.5], [0.4, -0.3, -0.3], [-0.3, -0.2, -0.4], [-0.1, 0.2, -0.2], [-0.2, -0.1, 0.0], [-1.6, -0.5, -1.4], [-0.2, -0.7, 0.6], [-0.5, -0.2, 0.2], [0.8, 0.5, 0.8], [0.4, -0.6, -0.3], [-0.2, 0.3, 0.2], [1.9, -0.5, -0.5], [-0.7, -0.2, 0.1], [0.3, 0.1, 0.7], [0.7, -0.4, -0.3], [0.0, -1.9, 1.5], [-0.6, -0.2, -0.6], [-0.2, 0.3, 0.3], [0.2, 0.2, -0.1], [-0.5, -0.9, 0.9], [-0.5, 1.7, 0.9], [0.3, 0.3, 0.2], [-1.4, 0.6, 0.6], [-0.1, -0.2, -0.6], [-0.1, 0.4, -0.1], [-0.2, -0.6, 0.7], [0.3, -0.2, 0.4], [-0.8, -1.4, -1.8], [0.0, 0.3, 0.3], [1.2, -0.6, -0.8], [0.8, -0.2, 0.2], [0.9, 1.2, 0.7], [0.1, -0.7, -0.4], [0.4, 0.9, -0.1], [-0.8, 0.7, 0.1], [0.4, -1.0, 1.0], [0.4, -0.9, 0.9], [-0.1, -0.5, 0.2], [0.9, 0.1, 0.4], [0.7, 1.2, -2.1], [0.3, -0.1, -0.5], [-0.2, 0.0, 0.0], [0.0, -0.3, -0.2], [0.5, 0.2, -0.1], [0.1, -0.5, 0.3], [0.2, -1.4, -0.4], [0.3, 0.1, 0.3], [-0.1, 0.6, 0.0], [0.4, -0.2, -0.6], [0.4, -0.5, 0.2], [0.7, -0.3, 0.7], [-1.0, 0.4, -0.2], [-0.2, 0.4, -0.2], [-0.6, -0.1, 0.9], [-0.2, -0.3, -0.2], [1.1, -0.9, 0.3], [-0.7, 0.8, 0.3], [1.7, -0.8, -0.4], [0.3, 0.2, 0.1], [0.2, 0.3, -0.2], [-1.6, 0.1, 0.6], [1.5, -0.9, -0.3], [-0.7, -0.8, -0.5], [0.9, 1.1, 0.5], [-0.1, -0.9, -1.0], [-0.2, -0.1, 0.0], [-1.4, -0.3, 0.3], [0.7, 0.1, -0.1], [-0.3, -0.7, -0.2], [-0.1, 0.2, -0.8], [-0.3, 0.2, 0.2], [0.8, 0.2, -0.3], [-0.1, 0.4, -0.1], [0.6, 0.4, 0.0], [0.3, -0.2, -0.1], [-0.1, 0.3, -0.5], [0.3, -0.9, -0.5], [1.3, -0.4, 0.4], [-0.6, 1.1, 1.1], [0.4, 0.0, -0.6], [0.0, -0.2, 0.8], [0.7, -0.1, 0.4], [-0.5, 0.0, -0.8], [0.1, 0.5, -0.5], [0.1, -0.8, 0.6], [0.8, 0.4, 1.3], [0.4, -0.4, -0.4], [-1.1, 1.4, -0.7], [0.4, -0.2, 0.3], [1.4, 0.8, 0.8], [0.9, 0.2, 0.2], [0.2, -0.2, -0.3], [-0.2, -0.2, 0.5]], "mulliken_charge": [1.196, 0.757, 0.585, -0.902, -0.834, -0.671, 1.466, 0.392, -0.483, -0.713, -0.593, -0.456, -0.189, -0.180, 0.703, -0.151, -0.454, -0.132, 1.512, 0.247, 0.372, 1.145, 0.958, -0.897, 2.514, -0.967, 0.670, -0.246, -0.976, 0.601, -1.225, 1.305, 0.617, 0.659, -0.225, -1.369, -1.198, -0.947, -1.221, -1.617, -0.225, 0.369, -0.922, -1.136, 0.863, -1.336, -1.000, -0.595, -0.471, 2.319, -0.415, -0.339, -1.381, -0.954, -0.236, 0.191, 0.040, -1.485, -1.862, 0.210, 0.710, 0.707, -0.878, -0.620, -0.345, 0.874, -1.625, 0.841, -1.498, -1.010, -1.402, 1.156, -1.146, 0.400, -0.573, -0.179, -1.500, -0.551, -1.612, -0.029, -1.208, -0.759, -0.613, -0.803, -0.876, -2.497, 0.536, -1.381, -1.448, -0.579, -1.190, -1.181, -1.494, -0.611, -1.591, -1.170, -1.414, -0.110, -1.027, 0.576, -0.354, 0.188, 0.556, -0.099, -0.138, -0.199, 0.634, 0.494, 0.468, 0.425, 0.692, 0.326, 0.133, 0.145, 0.502, 0.418, 0.624, 0.456, 0.354, 0.071, -1.219, 0.312, 0.327, 0.932, 0.345, 0.287, 0.217, -0.753, 0.418, 0.459, -0.321, 0.449, 0.366, 0.383, 0.170, 0.273, 0.563, 0.381, -0.259, 0.399, 0.420, 0.598, 0.296, 0.173, 0.369, 0.440, 0.345, -0.613, 0.570, 0.334, 0.511, 0.221, 0.573, 0.332, 0.351, 0.373, 0.391, -0.178, 0.377, 0.593, 0.553, 0.366, -0.198, 0.332, -0.804, -0.663, -0.587, 0.386, 0.002, 0.741, -0.124, 0.104, 0.256, 0.236, -0.319, 0.169, 0.436, 0.223, 0.355, 0.337, 0.274, -0.024, -0.746, 0.522, 0.461, 0.471, 0.338, 0.366, 0.181, 0.242, 0.307, -0.280, 0.199, 0.064, 0.085, 0.367, 1.151, -0.140, 0.431, 0.043, -1.104, 0.418, -0.276, -0.133, 0.377, -0.710, 0.441, 0.749, 0.078, 0.339, 0.736, 0.508, 0.406, 0.300, 0.405, 0.505, 0.195, 0.482, 0.661, 0.243, 0.426, 0.513, 0.638, 0.667, 0.228, -0.806, -0.175, 0.250, 0.272, 0.618, -0.627, 0.467, 0.311, 0.383, 0.337, 0.190, -0.276, 0.368, 0.363, -0.417, 0.306, 0.089, 0.146, -0.878, 0.156, 0.207, 0.192, 0.475, 0.470, 0.344, 0.644, 0.154, 0.337, -1.055, 0.228, 0.321, 0.313, 0.397, 0.609, 0.364, 0.255, 0.334, 0.301, -0.094, 0.163, 0.797, 0.471, -0.299, -0.837, 0.445, 0.093, 0.313, 0.430, 0.844, 0.334, 0.296, 0.207, 0.330, 0.275, 0.256, 0.552, -0.918, -0.017, 0.728]}